Molecular formula: C4H13N3
Method: DFT, ωB97M-V with the def2-TZVPD basis set

Its net charge is +2. The molar mass is 103.17 g/mol. The value obtained for the HOMO-LUMO gap is 11.808 eV. As for the structure (SMILES): N/C=[NH+]\CCC[NH3+]. The calculation puts the energy relative to the best compared isomer or geometry (same formula, charge and spin) at 41.4 kcal per mole. The spin multiplicity is 1.

Positions of all 20 atoms, in Å:
N (-0.004, -2.812, -0.199)
N (-0.780, 2.411, 1.719)
N (-0.779, 1.502, -0.500)
C (-1.279, 2.233, 0.438)
C (0.846, -0.479, 0.031)
C (0.750, -1.665, -0.887)
C (0.637, 0.982, -0.461)
H (0.119, -2.756, 0.767)
H (-1.405, 2.933, 2.408)
H (-1.070, -2.927, -0.286)
H (0.086, -0.709, 0.751)
H (1.683, -2.126, -1.298)
H (-2.313, 2.845, 0.311)
H (1.310, 1.753, 0.064)
H (0.370, -3.769, -0.519)
H (0.148, -1.291, -1.830)
H (0.100, 1.987, 1.844)
H (1.827, -0.437, 0.480)
H (-1.366, 1.404, -1.344)
H (1.117, 0.920, -1.491)